ORCA calculation (the ωB97M-V functional and the def2-TZVPD basis) on a cluster of 14 separate species, C5H39N2O14 in total at a distorted geometry.

Output
Net charge ... +1
Energy relative to the best compared isomer or geometry (same formula, charge and spin) ... 347.2 kJ/mol
Spin multiplicity ... 1

```
60
Properties=species:S:1:pos:R:3:forces:R:3:nbo_charge:R:1
N -0.7285 2.0273 -1.3192 0.27 0.31 -0.68 -0.74
C -0.7829 0.9230 -0.2960 -3.10 -1.88 -3.69 -0.31
C 0.3196 -0.0628 -0.6640 2.87 -1.65 0.95 0.68
N 0.5830 -1.2272 0.0035 -0.74 -0.28 -0.59 -0.59
C 0.0674 -2.2266 2.1648 2.68 -1.24 -1.94 -0.63
C -0.4415 -2.0558 0.7036 1.57 -1.40 -1.34 -0.05
C -0.6717 -3.4054 -0.1358 -0.56 -0.43 1.49 -0.63
O 1.2487 0.3597 -1.3813 -0.87 0.94 -0.37 -0.72
H 0.1806 2.5351 -1.3467 -0.12 0.66 1.06 0.49
H -0.7345 1.8273 -2.3412 0.11 -1.58 0.13 0.47
H -1.5416 2.6233 -1.2718 0.04 0.67 0.95 0.43
H -1.9117 0.5510 -0.3665 2.67 0.35 0.56 0.27
H -0.5517 1.2989 0.6307 0.14 1.22 2.17 0.27
H 1.4664 -1.7727 -0.2374 -1.47 1.61 0.05 0.44
H -0.7329 -2.4157 2.7918 -1.37 -0.24 1.56 0.23
H 0.6830 -1.3658 2.4137 -0.76 -0.10 0.20 0.23
H 0.8855 -3.0656 2.3068 -1.87 1.06 -0.76 0.21
H -1.3356 -1.5489 0.4799 -1.38 1.01 1.07 0.21
H -1.5921 -3.5072 -0.8308 1.45 0.55 1.44 0.24
H -0.6317 -4.2466 0.6094 -0.57 0.63 -0.76 0.23
H 0.2048 -3.5735 -0.7142 0.70 -0.13 -0.83 0.21
H 0.9543 -2.3488 -2.9808 -0.31 -0.40 -0.19 0.50
H 0.1845 -2.4381 -4.2766 -0.11 0.28 -1.34 0.48
O 0.1489 -2.7551 -3.3924 0.24 0.20 1.68 -0.98
H -4.4038 -0.5314 1.9541 -2.41 -2.66 2.88 0.47
H -4.0863 -0.2679 0.5973 -0.26 -0.84 -3.24 0.50
O -3.9225 0.0309 1.4524 2.64 3.60 0.67 -0.95
H 0.5071 1.3772 -4.3138 0.83 1.01 -1.66 0.50
H 0.7904 0.4978 -3.0295 -2.58 1.48 -1.71 0.52
O 0.0138 0.9209 -3.6721 1.63 -2.30 3.09 -1.01
H 1.3223 2.3070 3.6462 -0.91 -0.56 0.25 0.51
H -0.3184 2.1584 3.9686 2.51 1.06 -0.71 0.50
O 0.4679 2.7553 3.7195 -2.11 0.80 0.74 -0.99
H 1.2105 4.3617 -0.4298 -0.56 0.08 -0.34 0.49
H 2.2333 3.4367 -0.8186 0.51 -0.63 -0.41 0.49
O 1.4691 3.8584 -1.2203 0.02 0.20 0.70 -0.94
H 3.9149 -0.0763 0.1138 0.01 1.32 0.45 0.50
H 5.0073 -1.1212 -0.2083 2.77 -0.22 0.08 0.48
O 4.1098 -0.9490 -0.1864 -2.79 -1.31 -0.59 -0.99
H 3.8275 1.8855 1.2139 1.57 1.10 1.53 0.49
H 2.5991 0.9242 1.5325 0.96 0.65 -0.02 0.51
O 3.1349 1.3937 0.8569 -2.43 -1.54 -1.23 -0.97
H -1.2807 -1.8300 -2.5739 -1.50 2.07 -0.24 0.53
H -1.3920 -0.2498 -2.7742 -0.29 -0.55 -0.40 0.49
O -1.9375 -1.0057 -2.4937 2.04 -1.70 0.03 -1.02
H -2.4631 0.2098 2.2332 0.65 0.13 1.01 0.52
H -1.8910 0.3895 3.7529 -0.17 -0.23 -1.35 0.48
O -1.6314 0.2844 2.8067 -0.51 0.23 0.47 -1.04
H -4.8231 -0.9809 -1.5398 -0.13 -0.04 0.67 0.49
H -3.3539 -0.9637 -1.5592 0.83 -0.15 0.10 0.51
O -4.0794 -0.9841 -0.9129 -0.84 -0.01 -1.07 -0.99
H 0.6732 0.5993 2.2535 -1.14 -0.10 -0.11 0.49
H 0.7134 0.1311 3.7233 -1.16 -0.86 0.91 0.50
O 1.2049 0.5139 3.0319 2.96 0.30 -1.00 -0.96
H -0.0302 3.4696 2.1591 0.21 -0.67 -0.19 0.52
H -0.6244 4.4680 1.2213 0.28 -1.23 -0.41 0.48
O -0.2577 3.5437 1.2004 -0.51 1.99 0.56 -1.02
H 2.9892 -2.2064 -1.8296 1.99 -1.56 1.54 0.49
H 2.5810 -0.7951 -2.0666 0.13 0.88 0.55 0.51
O 2.4554 -1.6851 -2.3581 -1.75 0.09 -2.34 -0.97
```
Forces are in eV/Å.